Record 1
Below is a molecular structure, C23H43Cl2EuFN3O4Si, with properties calculated with ωB97M-V with the def2-TZVPD basis set.

Each line ends with the Löwdin charge.
Element x y z (Å)
C 2.153 1.778 -4.284  -0.030
H -2.638 -0.838 -2.616  0.038
H 0.067 2.498 -1.519  0.038
C -2.681 4.338 0.595  -0.037
C -0.504 5.528 0.706  -0.042
Cl 1.623 -1.365 1.706  -0.191
C -1.412 -0.104 -0.257  -0.183
C -2.483 0.834 5.997  -0.012
C -0.946 -3.966 0.901  -0.141
C 3.218 -3.533 -4.600  -0.109
H -0.629 0.225 -6.537  0.109
H 0.304 -1.015 -4.605  0.100
C -1.619 -0.888 -3.023  -0.161
H -3.010 5.369 0.419  0.081
H 2.914 2.218 -3.624  0.117
C 2.670 -2.189 -4.251  -0.125
C 0.693 1.946 -6.221  -0.106
H -0.426 -5.762 2.642  0.082
H -1.634 -1.127 0.036  0.027
H -1.592 -0.072 8.486  0.088
H -2.508 0.628 4.922  0.094
O -0.360 0.338 4.423  -0.198
C -0.184 0.213 5.654  -0.248
H 0.783 -0.111 6.064  0.155
Si -0.553 0.053 -1.850  0.383
H 2.859 0.295 -2.173  0.162
H -2.681 1.899 6.182  0.096
H -2.265 0.571 -0.087  0.058
H 2.818 -4.328 -3.971  0.072
H -0.068 -3.586 0.368  -0.070
C -0.886 0.556 7.936  -0.048
H -1.666 2.294 -1.936  0.016
N -1.346 4.430 1.162  -0.188
H -0.947 -2.526 4.022  0.128
H -1.129 6.426 0.665  0.080
H 2.102 3.490 -5.652  0.099
H -0.995 -5.049 0.764  0.071
H -3.348 3.825 1.296  0.091
H -0.087 5.344 -0.299  0.095
H 4.238 -2.425 -1.879  0.094
C -1.105 -2.555 2.921  -0.369
O -1.491 -1.517 2.333  -0.159
F 1.721 2.329 2.293  -0.690
C 3.131 -2.390 -1.829  -0.114
H -1.868 -3.507 0.558  0.070
C -0.377 -4.820 3.206  -0.088
N -0.800 -3.732 2.340  -0.185
C 1.612 0.519 -3.958  -0.195
H 0.142 0.212 8.088  0.089
O 1.030 -0.450 -1.645  -0.170
H 0.657 -4.682 3.584  0.083
H -2.679 3.799 -0.361  0.081
H 4.312 -3.594 -4.547  0.076
N -1.161 0.468 6.515  -0.186
H -1.315 -1.941 -3.041  0.052
H 2.805 -1.994 -0.852  -0.005
Cl 1.979 -3.878 0.677  -0.306
Eu 0.278 0.634 2.309  1.184
H 0.335 2.482 -7.102  0.093
H 0.319 5.648 1.419  0.095
C 2.052 -0.266 -2.706  -0.223
H 2.958 -3.782 -5.632  0.060
C 0.159 0.685 -5.921  -0.078
H -1.649 -0.474 -4.032  0.012
H -0.982 1.594 8.278  0.092
C 0.680 -0.025 -4.841  -0.114
H 2.333 -1.631 -5.121  0.082
H -0.419 2.248 -3.210  0.015
O -1.494 2.373 2.158  -0.140
H -3.236 0.237 6.517  0.089
C -0.639 1.950 -2.169  -0.135
H 0.187 3.572 2.218  0.101
H 2.794 -3.439 -1.870  0.031
H -1.043 -4.813 4.083  0.073
C -0.859 3.429 1.884  -0.330
H -0.518 0.224 0.314  -0.057
C 1.678 2.506 -5.398  -0.093
C 2.631 -1.632 -3.021  -0.227

⟨S²⟩	15.760
DFT total energy	-3387.65061	hartree
HOMO energy (spin up / spin down)	-2.2776 / -2.5253	eV
F_max	3.5	eV/A
2S+1	8
total charge	-1
frontier orbital gap (spin up / spin down)	4.3 / 4.6	eV

***

Record 2
Below is a molecular structure, C23H43Cl3N3NiO8Si, with properties calculated with ωB97M-V with the def2-TZVPD basis set.

Each line ends with the Löwdin charge.
Element x y z (Å)
C -0.326 -2.303 3.775  -0.223
C 1.058 -3.340 -3.082  -0.223
Si -0.927 -2.410 1.990  0.355
O -0.550 3.987 1.680  -0.486
Cl 0.449 -1.010 0.911  0.541
H -0.264 3.759 6.466  0.105
H 3.380 3.642 -1.013  0.088
H -0.003 -4.576 1.158  0.037
N -2.966 -0.125 -1.780  -0.173
H 2.746 -1.092 -1.119  0.099
H 1.226 -2.335 -1.313  0.044
H 2.904 2.241 0.002  0.079
C -3.574 -1.340 -1.280  -0.062
H -1.882 3.104 6.888  0.091
Cl 0.668 3.991 2.568  0.833
H 2.380 -4.989 -2.770  0.067
C -2.508 0.847 -0.956  -0.324
C 1.679 -4.480 -5.215  -0.134
C 0.630 -2.146 -2.216  -0.556
H 1.658 -4.185 -6.268  0.056
Cl 3.375 -2.031 2.501  -0.025
O -2.363 0.791 0.261  -0.032
C 0.892 4.808 -1.010  -0.062
H -1.930 3.474 3.611  0.080
C 1.165 -3.315 -4.417  -0.125
H 1.197 1.686 -4.926  0.095
O -0.539 -2.185 -1.597  -0.264
C 2.445 -0.499 -1.996  -0.067
H 0.783 1.487 -0.418  0.113
O -0.426 2.517 -1.720  -0.029
H -0.419 2.111 7.137  0.097
H 0.564 -2.905 4.002  0.025
C 1.263 -0.822 -2.669  -0.157
H 1.745 5.478 -0.867  0.085
H -3.285 -2.151 1.416  0.023
H 2.721 -4.731 -4.963  0.067
H 0.678 1.148 5.259  0.174
O 1.623 4.973 1.956  -0.507
C 1.577 1.046 -4.130  -0.093
C -0.894 2.858 6.491  -0.012
H 1.788 -4.210 -1.282  0.072
C -2.593 -1.609 2.068  -0.195
H 4.199 0.758 -1.951  0.097
H -2.717 1.895 3.900  0.107
H 0.700 -5.284 -2.210  0.083
C 3.247 0.545 -2.443  -0.111
N 1.318 3.483 -0.596  -0.194
H -2.805 -2.074 -0.994  0.063
H -4.209 -1.115 -0.413  0.079
H -0.123 -1.262 4.064  -0.010
H -1.665 -4.285 0.563  0.039
H -2.507 1.025 -3.465  0.091
C 1.499 -4.534 -2.292  -0.057
C 2.800 1.329 -3.513  -0.115
H -3.796 -0.201 -3.686  0.078
N -1.087 2.271 5.167  -0.120
C -0.986 -4.169 1.418  -0.181
H 0.045 5.124 -0.387  0.076
H -0.111 -0.350 -4.271  0.101
H -2.994 -1.665 3.089  0.034
H -2.251 1.770 -1.507  0.107
H 1.084 -5.396 -5.099  0.070
C 0.519 2.442 -0.923  -0.308
O 1.125 0.985 3.036  -0.323
C 2.703 3.303 -0.206  -0.079
O -0.345 1.004 3.445  -0.054
H -1.393 -4.774 2.252  0.041
H 2.879 3.906 0.697  0.053
O 0.289 4.541 3.917  -0.523
C -2.230 2.748 4.375  0.018
C -0.216 1.419 4.688  -0.128
C -2.829 0.008 -3.213  -0.064
H -1.166 -2.668 4.393  0.041
C 0.818 -0.073 -3.754  -0.044
H -2.087 -0.712 -3.584  0.072
H -2.901 3.205 5.099  0.090
H -2.566 -0.559 1.761  0.005
H -4.168 -1.762 -2.101  0.082
H 0.568 4.772 -2.060  0.083
H 0.955 -2.410 -4.998  0.091
Ni 1.854 -0.560 2.561  0.141
H 3.403 2.160 -3.889  0.092

⟨S²⟩	2.010
DFT total energy	-4846.44845	hartree
HOMO energy (spin up / spin down)	-3.4720 / -3.3724	eV
F_max	3.5	eV/A
2S+1	3
total charge	-1
frontier orbital gap (spin up / spin down)	4.7 / 4.1	eV

***

Record 3
Below is a molecular structure, C23H43ClN3O4ScSi, with properties calculated with ωB97M-V with the def2-TZVPD basis set.

Each line ends with the Löwdin charge.
Element x y z (Å)
H -1.855 3.695 1.261  0.055
H -1.969 -1.119 -3.099  0.063
H 0.545 -1.846 4.371  0.098
C -0.792 1.200 -4.117  -0.015
O 1.015 -0.354 0.813  -0.092
H 1.745 4.190 -4.380  0.107
C -0.928 2.152 -5.115  -0.081
C 1.598 -5.584 -1.189  -0.051
H 3.618 -0.052 -1.789  0.098
H -0.148 3.984 -5.981  0.094
H 1.025 -0.046 -1.981  0.103
H -1.254 -4.768 0.565  0.084
H -1.709 2.019 -5.849  0.098
C 2.038 -0.399 0.073  -0.291
O -0.941 -0.947 2.622  -0.150
C -1.456 -0.373 3.635  -0.249
Si -0.087 2.353 0.507  0.475
C -0.058 3.238 -5.198  -0.095
H -2.117 -2.188 -1.708  0.069
Sc -1.305 -1.259 0.622  0.626
C -3.632 0.527 -1.335  -0.147
C 0.215 0.662 -1.874  -0.221
C 1.188 2.392 -3.332  -0.046
C 0.679 3.913 -0.189  -0.151
C -0.190 -1.742 5.171  -0.004
H -2.253 0.384 3.507  0.152
H 3.639 1.690 -1.342  0.085
H -0.287 2.375 2.922  0.022
H 2.956 2.068 1.436  0.071
N 3.145 0.329 0.203  -0.147
C 3.490 1.107 1.391  -0.026
C 0.218 1.409 -3.181  -0.167
N 0.581 -4.791 -0.506  -0.226
H -2.697 -0.537 6.271  0.101
H 2.231 -6.105 -0.456  0.081
H 0.554 4.785 0.454  0.028
H 1.100 -6.309 -1.843  0.082
C 0.552 2.143 2.260  -0.173
H 4.964 0.622 -0.829  0.089
C 1.019 3.366 -4.305  -0.077
O 0.511 1.705 -0.934  -0.260
H 3.321 0.542 2.314  0.101
C -1.465 -1.439 -2.187  -0.102
N -1.080 -0.619 4.872  -0.156
C -1.864 2.610 1.046  -0.150
H 2.066 2.385 -2.657  0.106
H 0.205 4.065 -1.166  0.040
H 1.434 -3.031 -1.150  0.099
H -4.159 1.171 -0.622  0.070
H -0.889 -6.265 -0.360  0.082
H 1.743 3.715 -0.378  0.032
C 0.613 -3.496 -0.572  -0.373
C 3.887 0.670 -1.010  -0.032
C -1.178 -0.192 -1.342  -0.386
Cl -3.547 -1.796 1.059  0.028
H -0.552 -1.949 -2.541  0.082
H 2.019 -1.117 -0.776  0.122
C -2.192 0.740 -1.275  -0.278
H -2.075 2.076 1.987  0.016
H 1.303 2.923 2.400  0.030
H 0.951 1.174 2.550  0.012
H -2.076 1.017 5.690  0.093
H 0.296 -1.539 6.126  0.089
H -2.681 2.397 0.358  0.009
C -0.467 -5.475 0.268  -0.026
H -1.956 1.779 -1.505  0.105
H -1.140 0.047 6.865  0.090
H -0.763 -2.672 5.262  0.107
H -0.033 -5.935 1.163  0.081
O -0.303 -2.805 -0.004  -0.241
C -1.788 0.009 5.989  -0.025
H -1.402 0.319 -4.024  0.092
H 2.205 -4.886 -1.782  0.077
H 4.556 1.357 1.342  0.091
H -3.969 -0.498 -1.155  0.021
H -3.967 0.826 -2.338  0.085

DFT total energy	-2877.80114	hartree
HOMO energy (spin up / spin down)	-4.8063 / -3.3792	eV
F_max	4.8	eV/A
2S+1	1
total charge	0
frontier orbital gap (spin up / spin down)	5.0 / 3.6	eV

***

Q: Which value of F_max does entry 2 give?
A: 3.5 eV/A

***

Q: What is the 2S+1 in the third record?
A: 1